This record from OMol25 describes a cluster of 10 separate species, C38H92O21P2 in total at a distorted geometry. The level of theory is ωB97M-V with the def2-TZVPD basis set.

The geometry in XYZ format:
```
153
Properties=species:S:1:pos:R:3:lowdin_charge:R:1
H 21.50964 -5.09508 18.58143 0.122
H 8.73600 0.82422 11.53730 0.125
H 23.25246 -11.28163 17.24837 0.095
H 19.70439 -2.58619 21.34250 0.115
H 9.64784 -9.61007 12.59912 0.090
P 20.17946 -12.50410 2.43655 0.477
H 7.28924 0.34777 9.85532 0.123
H 17.94130 -3.87999 10.55780 0.111
C 9.79092 -5.81935 11.81058 -0.184
O 15.00256 0.51718 3.22107 -0.178
H 13.58128 -9.28196 7.27850 0.116
H 23.03076 1.01075 10.30061 0.111
H 8.97286 3.53948 8.97279 0.084
H 18.95938 -9.54263 13.73655 0.087
H 20.75162 -15.81402 2.64637 0.094
H 13.28015 0.93016 4.32834 0.125
H 13.54498 2.58856 2.39437 0.111
O 13.21976 -9.22698 4.31817 -0.146
O 22.40458 2.09298 11.97470 -0.185
H 21.07911 0.88999 2.11933 0.093
C 11.08344 1.25844 10.84712 -0.147
O 15.35976 3.45836 3.22268 -0.219
H 21.41576 1.44133 13.66523 0.086
O 19.40346 -12.89965 3.81745 -0.221
H 24.76945 -11.43769 16.24911 0.082
H 23.36415 2.64837 10.15011 0.116
H 8.84604 2.53079 11.20782 0.116
H 15.31937 5.62930 3.37457 0.082
C 21.80408 -9.67767 14.16558 -0.195
H 24.65346 4.61223 2.75508 0.081
H 23.17044 1.28151 13.73620 0.077
H 13.54468 -11.62419 5.29252 0.116
H 19.37178 -15.06232 1.92676 0.077
O 10.80929 -5.89691 10.75900 -0.184
H 18.98038 -5.81010 8.83705 0.112
H 22.03464 0.94050 3.56407 0.067
O 23.35839 -9.85897 15.97690 -0.199
C 14.24744 1.34080 4.03882 -0.215
C 7.47505 1.41963 9.92380 -0.192
C 22.93055 -10.57969 14.75418 -0.155
P 24.34390 1.94519 2.47561 0.403
H 9.95645 -5.06534 12.58010 0.112
H 25.42798 1.67899 10.36250 0.118
H 11.36791 0.38563 11.43481 0.086
C 18.46426 -11.42832 0.76066 -0.128
H 8.93785 -7.11629 13.33006 0.124
H 21.64185 -10.11548 13.18064 0.115
H 14.40885 -7.97758 5.44376 0.117
H 15.24317 -9.47224 4.84118 0.114
H 19.81664 -5.14557 18.89840 0.106
H 19.84169 -8.09556 14.20658 0.083
C 24.29227 -0.77351 2.80331 -0.068
H 23.21804 -0.69223 2.96922 0.059
H 14.72748 1.53773 4.99741 0.125
H 18.91005 -10.52599 1.17921 0.077
C 8.77337 -9.29705 12.02866 -0.108
C 20.34901 -3.18124 18.19227 -0.186
H 17.46340 -3.94024 8.31776 0.098
H 10.63007 -7.54459 12.73240 0.125
C 20.68148 -4.48341 18.93938 -0.208
H 9.71308 -4.59688 9.56730 0.075
C 18.67417 -3.33880 9.95937 -0.159
C 14.36143 -0.28205 2.28535 -0.115
C 15.55001 4.76952 2.74553 -0.119
H 18.80882 -1.69148 18.86201 0.111
C 14.00413 -9.88272 6.47329 -0.205
H 21.24513 -2.75383 17.74240 0.105
H 18.66798 -3.00386 7.65575 0.105
C 19.54391 -9.09042 14.53775 -0.133
H 18.46967 -2.26878 9.92302 0.110
H 23.75955 -10.75596 14.06878 0.118
H 24.92467 -0.74361 10.24912 0.091
H 13.46893 3.31984 4.01364 0.114
H 13.84511 -1.13143 2.73264 0.083
H 18.98649 -8.92207 15.45919 0.092
O 20.97534 -11.23869 2.47263 -0.244
C 20.11242 -12.81967 5.01447 -0.145
H 12.45173 -11.35191 6.70581 0.116
O 22.83304 2.16787 2.06390 -0.223
O 9.07223 -8.02469 11.46726 -0.207
C 19.53955 -3.08325 20.38654 -0.156
C 25.38387 4.31050 2.00439 -0.073
C 24.85614 1.75982 11.28692 -0.184
H 21.11863 2.33200 3.22964 0.092
C 20.57701 -4.49503 9.21757 -0.219
O 24.56900 2.20421 3.92139 -0.264
H 21.10998 -13.25583 4.96198 0.089
C 19.44414 -4.97387 8.31385 -0.167
H 7.78591 -9.24377 12.48713 0.086
H 20.64403 -15.28116 0.83230 0.095
H 18.58588 -3.61058 20.41013 0.112
C 24.92534 -0.72824 11.33901 -0.093
O 19.06020 -12.63894 1.19964 -0.226
H 24.13808 -1.69411 2.24045 0.080
O 20.65498 -9.77657 15.00220 -0.179
C 19.73168 -2.19471 19.15043 -0.169
H 26.30914 4.57808 2.51467 0.088
O 7.52684 1.97270 8.61764 -0.162
O 9.98284 1.35361 10.04750 -0.173
H 14.86817 4.74515 1.89547 0.076
C 24.08063 -10.76633 16.76185 -0.141
H 8.57141 -9.96748 11.19330 0.083
O 20.01624 -3.77706 10.35625 -0.152
C 14.32595 -9.04668 5.24822 -0.172
H 24.73020 -10.14037 17.37370 0.088
H 13.62533 0.29868 1.72945 0.085
H 16.52957 4.75158 2.26780 0.088
H 22.16029 -8.65833 14.01672 0.125
H 25.18736 2.54182 11.97021 0.131
H 7.30303 3.84413 9.35523 0.086
H 11.95445 1.48473 10.23211 0.095
H 23.99406 -1.01488 11.82755 0.072
C 18.52887 -3.74641 8.44147 -0.178
H 25.71127 -1.37609 11.72722 0.087
H 15.12910 -0.76486 1.68062 0.093
H 20.24512 -11.84323 5.48037 0.090
H 17.40910 -11.40091 1.03263 0.086
O 20.68877 -4.03409 20.28503 -0.166
H 11.16699 -5.09489 8.85722 0.086
H 18.54842 -11.32015 -0.32069 0.088
H 25.27599 4.98557 1.15541 0.087
H 19.93552 -5.23745 7.37728 0.114
C 12.23783 -10.07256 4.90612 -0.200
H 11.57575 -9.52039 5.57309 0.109
H 22.38320 0.09764 12.90658 0.071
C 21.69321 1.55254 2.72925 -0.074
C 14.07139 2.70914 3.34118 -0.135
H 19.69140 -3.41120 17.35397 0.105
O 25.20873 0.54360 11.90077 -0.236
C 20.46087 -15.08610 1.88895 -0.077
H 22.53075 -11.55745 15.02294 0.116
O 24.65006 0.39430 1.95031 -0.240
H 21.12607 -3.71473 8.69055 0.109
C 8.77073 1.55455 10.72889 -0.229
H 14.82451 -10.45687 6.90393 0.114
H 11.68823 -10.66178 4.17205 0.119
C 23.34725 1.86145 10.90414 -0.177
O 25.30878 2.88663 1.65259 -0.203
C 9.63053 -7.18291 12.49111 -0.194
H 21.34689 -5.24560 9.39652 0.116
H 9.73738 -6.28652 9.10513 0.089
H 8.83326 -5.41466 11.48316 0.116
H 19.56504 -13.41481 5.74542 0.089
H 24.95250 -0.99580 3.64164 0.094
O 21.04332 -13.78661 2.13287 -0.223
H 10.92321 2.01044 11.61973 0.083
C 13.07304 -10.88589 5.94103 -0.199
C 22.30030 1.16900 13.08945 -0.085
H 6.69710 1.84353 10.55879 0.122
C 10.35680 -5.47226 9.48115 -0.109
H 7.79926 3.76308 7.66347 0.091
H 20.47959 -1.46210 19.45377 0.109
C 7.95366 3.32662 8.65026 -0.108
```

Calculated values
structure (SMILES) = COP(=O)(OC)OC.COP(=O)(OC)OC.C1CCOC1.C1CCOC1.C1CCOC1.COCCOC.COCCOC.COCCOC.COCCOC.COCCOC
total energy = -3765.4495 Ha
HOMO energy = -8.957 eV
gap between HOMO and LUMO = 0.342 hartree
multiplicity = 1